Entry 1:
{
  "formula": "C11H21NOS",
  "method": "ωB97M-V/def2-TZVPD",
  "elements": ["O", "S", "C", "C", "C", "N", "C", "C", "C", "C", "C", "C", "C", "C", "H", "H", "H", "H", "H", "H", "H", "H", "H", "H", "H", "H", "H", "H", "H", "H", "H", "H", "H", "H", "H"],
  "coordinates": [[2.06, -2.20, 1.30], [-1.14, 0.03, 0.55], [1.26, -1.38, 0.80], [1.30, -1.56, -3.65], [1.94, -0.78, -2.69], [1.41, -0.93, -0.47], [2.51, -1.18, -1.38], [-0.70, 2.29, -0.96], [-0.98, -3.04, 0.17], [0.68, -1.32, 4.12], [-0.37, 1.70, 0.37], [-0.93, -2.40, 1.62], [0.18, -0.39, 2.92], [-0.10, -1.10, 1.59], [1.29, -2.65, -3.63], [1.15, -0.98, -4.55], [2.07, 0.30, -2.78], [0.66, -0.30, -0.74], [3.36, -0.69, -1.04], [2.90, -2.26, -1.53], [-0.44, 1.61, -1.72], [-0.14, 3.21, -1.20], [-1.74, 2.50, -1.02], [-1.47, -4.03, 0.26], [-1.58, -2.47, -0.59], [0.06, -3.23, -0.14], [1.73, -1.58, 4.10], [0.26, -2.34, 4.13], [0.56, -0.91, 5.08], [-0.93, 2.29, 1.24], [0.65, 1.83, 0.61], [-0.50, -3.22, 2.24], [-1.92, -2.24, 2.10], [-0.76, -0.02, 3.30], [0.86, 0.47, 2.90]],
  "nbo_charge": [-0.6550, 0.1575, 0.6714, -0.3927, -0.1723, -0.6349, -0.2651, -0.6226, -0.6187, -0.6117, -0.5300, -0.4296, -0.4177, -0.1784, 0.2110, 0.2090, 0.1901, 0.4156, 0.2081, 0.2099, 0.2080, 0.2188, 0.2163, 0.2125, 0.2193, 0.2195, 0.2193, 0.2063, 0.2052, 0.2162, 0.2215, 0.2375, 0.2229, 0.2138, 0.2189],
  "spin_multiplicity": 1,
  "e_tot_ha": -959.8416,
  "total_charge": 0,
  "gap_ev": 9.28,
  "smiles": "C=CCNC(=O)C(CC)(CC)SCC",
  "homo_ev": -8.5
}

=====

Entry 2:
{
  "formula": "C13H21GeN3OPtSSe",
  "method": "ωB97M-V/def2-TZVPD",
  "elements": ["Pt", "N", "C", "S", "N", "N", "C", "C", "C", "C", "C", "C", "C", "O", "H", "H", "H", "H", "H", "H", "H", "C", "Ge", "C", "C", "C", "Se", "C", "H", "H", "H", "H", "H", "H", "H", "H", "H", "H", "H", "H", "H", "H"],
  "coordinates": [[0.18, 1.42, -2.29], [-3.56, 1.24, -4.30], [-2.34, 1.05, -3.82], [-1.65, 2.42, -2.88], [-1.71, -0.07, -4.06], [-0.48, -0.16, -3.52], [0.22, -1.21, -3.83], [1.56, -1.46, -3.40], [2.14, -2.65, -3.88], [3.43, -3.00, -3.56], [4.22, -2.17, -2.73], [3.71, -1.02, -2.23], [2.37, -0.61, -2.53], [1.99, 0.49, -2.01], [-4.04, 2.11, -4.18], [-3.98, 0.52, -4.87], [-0.25, -1.93, -4.49], [1.55, -3.29, -4.52], [3.85, -3.92, -3.95], [5.24, -2.46, -2.50], [4.29, -0.35, -1.60], [-2.56, 1.08, 3.70], [-0.99, -0.04, 3.90], [-1.04, -1.65, 2.84], [-0.37, -0.26, 5.72], [0.63, 1.06, 3.10], [0.34, 1.54, 1.33], [-0.47, 3.28, 1.58], [-3.41, 0.56, 4.17], [-2.82, 1.24, 2.66], [-2.45, 2.04, 4.21], [-1.81, -2.32, 3.23], [-0.08, -2.18, 2.88], [-1.28, -1.44, 1.80], [-1.11, -0.84, 6.27], [-0.27, 0.71, 6.22], [0.58, -0.79, 5.76], [1.46, 0.36, 3.16], [0.76, 1.93, 3.75], [-1.31, 3.17, 2.27], [-0.82, 3.63, 0.61], [0.28, 3.95, 1.99]],
  "mulliken_spin": [1.2140, 0.0884, 0.0282, 0.5256, 0.1227, 0.2877, -0.0950, 0.1865, -0.0819, 0.2264, -0.0115, 0.0733, 0.1685, 0.2598, 0.0005, -0.0052, 0.0015, 0.0014, 0.0033, 0.0014, -0.0031, 0.0132, 0.0787, 0.0148, 0.0251, 0.1323, 0.7078, -0.0089, 0.0019, -0.0045, 0.0003, 0.0009, -0.0002, -0.0041, 0.0059, -0.0004, -0.0006, 0.0071, 0.0000, 0.0170, 0.0027, 0.0184],
  "spin_multiplicity": 5,
  "e_tot_ha": -5742.6406,
  "total_charge": 2,
  "gap_ev": [8.16, 5.51],
  "homo_ev": [-14.3, -14.5]
}

=====

Entry 3:
{
  "formula": "C5H13NO",
  "method": "ωB97M-V/def2-TZVPD",
  "elements": ["C", "N", "C", "C", "C", "C", "H", "H", "H", "H", "H", "H", "H", "H", "H", "H", "H", "H", "H", "O"],
  "coordinates": [[0.58, 2.57, 1.72], [0.11, 1.26, 1.37], [-0.50, 1.12, 0.04], [-1.56, 0.02, -0.08], [-1.03, -1.03, -1.05], [-1.52, -1.29, -2.25], [1.43, 2.90, 1.11], [-0.23, 3.32, 1.74], [0.79, 2.63, 2.80], [0.82, 0.57, 1.47], [-0.82, 2.14, -0.20], [0.26, 1.01, -0.75], [-1.62, -0.48, 0.89], [-2.54, 0.42, -0.31], [0.00, -1.31, -0.85], [-2.51, -1.07, -2.65], [-0.97, -1.96, -2.91], [2.30, -3.03, 0.38], [3.74, -2.82, 0.13], [2.90, -2.46, -0.09]],
  "nbo_charge": [-0.4192, -0.6349, -0.2163, -0.4630, -0.1630, -0.4059, 0.1675, 0.1952, 0.2031, 0.3540, 0.1943, 0.1715, 0.2221, 0.2159, 0.1938, 0.1931, 0.1904, 0.4662, 0.4662, -0.9313],
  "spin_multiplicity": 1,
  "e_tot_ha": -328.2388,
  "total_charge": 0,
  "gap_ev": 9.34,
  "smiles": "C=CCCNC.O",
  "homo_ev": -8.6
}

=====

Entry 4:
{
  "formula": "C6H40N2O12",
  "method": "ωB97M-V/def2-TZVPD",
  "elements": ["C", "C", "C", "C", "C", "N", "C", "N", "H", "H", "H", "H", "H", "H", "H", "H", "H", "H", "H", "H", "H", "H", "H", "H", "H", "H", "O", "H", "H", "O", "H", "H", "O", "H", "H", "O", "H", "H", "O", "H", "H", "O", "H", "H", "O", "H", "H", "O", "H", "H", "O", "H", "H", "O", "H", "H", "O", "H", "H", "O"],
  "coordinates": [[1.23, -0.23, 0.64], [-0.06, 0.48, 0.93], [0.40, 1.90, 1.62], [1.13, 1.45, 2.94], [1.03, 2.53, 4.14], [-0.84, 0.56, -0.34], [-2.21, 1.07, -0.03], [-3.13, 0.00, -0.59], [1.01, -0.98, -0.13], [1.98, 0.38, 0.27], [1.51, -0.63, 1.61], [-0.73, 0.04, 1.67], [1.03, 2.41, 0.92], [-0.49, 2.49, 1.89], [2.27, 1.29, 2.63], [0.65, 0.55, 3.23], [1.13, 1.98, 5.09], [1.88, 3.18, 4.11], [0.11, 3.06, 4.22], [-0.42, 1.29, -0.98], [-2.35, 2.11, -0.56], [-2.43, 1.32, 1.06], [-4.06, 0.17, -0.15], [-2.80, -0.85, -0.18], [-3.16, 0.24, -3.55], [-3.33, 1.57, -2.58], [-2.72, 0.97, -3.24], [-2.17, 0.96, 3.86], [-3.45, 1.03, 3.29], [-2.48, 1.28, 3.11], [-0.63, 0.51, -4.06], [-0.28, -0.51, -3.10], [-0.02, -0.23, -3.91], [-0.85, -3.15, 2.26], [-0.80, -1.89, 3.18], [-0.77, -2.86, 3.21], [3.87, 2.08, -2.40], [3.47, 0.54, -2.50], [4.11, 1.31, -2.82], [-1.98, -1.80, -2.00], [-1.36, -2.98, -3.01], [-1.90, -2.85, -2.17], [0.57, 2.28, -2.07], [1.12, 3.32, -3.12], [0.97, 3.21, -2.09], [-1.08, 4.68, -0.60], [-1.09, 4.71, -2.20], [-1.61, 4.90, -1.42], [-2.30, -3.46, -0.07], [-0.84, -2.79, -0.54], [-1.53, -2.82, 0.18], [3.51, -1.52, -2.26], [4.83, -1.71, -1.54], [3.83, -1.99, -1.48], [2.34, -3.63, 3.23], [0.82, -3.15, 3.40], [1.78, -3.06, 3.10], [2.90, -3.71, -0.94], [2.96, -4.27, 0.53], [2.51, -4.41, -0.32]],
  "mulliken_spin": [0.4382, -0.6219, 0.3425, 0.0084, 0.0072, 0.1076, 0.2814, 0.0694, 0.0230, -0.0040, 0.0060, 0.0325, -0.1503, -0.0094, 0.0125, -0.0033, -0.0020, -0.0064, 0.0013, -0.0734, 0.0073, -0.0324, -0.0373, -0.0100, 0.0075, 0.0392, -0.1011, 0.0029, 0.0111, -0.0243, 0.0095, 0.1856, -0.1145, 0.0064, 0.0011, 0.0108, -0.0823, 0.1265, 0.0037, 0.0380, -0.0065, -0.0008, 0.2784, -0.0580, 0.1105, 0.0308, 0.0042, -0.0500, 0.0005, 0.0083, 0.0163, 0.0200, 0.0172, 0.0659, -0.0031, 0.0022, 0.0037, -0.0044, 0.0053, 0.0526],
  "spin_multiplicity": 2,
  "e_tot_ha": -1264.7885,
  "total_charge": -1,
  "gap_ev": [1.85, 8.26],
  "homo_ev": [0.1, -6.4]
}